Density functional theory data (ωB97M-V/def2-TZVPD) for a 2-piece molecular cluster, C7H12O3 overall at a distorted geometry.

Atoms and positions in Å:
C (-1.0702, -1.7797, -0.7026)
C (-1.0615, -0.4682, 0.0508)
C (-2.4381, 0.0011, 0.4778)
C (-0.0846, 0.6270, -0.2858)
O (1.0522, 0.2232, -1.1443)
C (1.9461, -0.4784, -0.4363)
O (3.1239, -0.3398, -0.6990)
C (1.3695, -0.8646, 0.9155)
C (0.0593, -0.1197, 1.0153)
H (-0.0806, -2.0893, -1.0598)
H (-1.4511, -2.5821, -0.0543)
H (-1.7331, -1.7036, -1.5761)
H (-2.8953, -0.7322, 1.1583)
H (-2.3935, 0.9660, 1.0021)
H (-3.0953, 0.1185, -0.3958)
H (-0.4502, 1.6433, -0.4331)
H (2.0623, -0.5653, 1.7128)
H (1.2961, -1.9599, 0.9594)
H (-0.1991, 0.3564, 1.9614)
O (1.6409, 3.1282, -0.7200)
H (2.5300, 2.7329, -0.4824)
H (1.8724, 3.8863, -1.2640)

Output
SMILES string = CC1(C)[C@@H]2OC(=O)C[C@@H]21.O
DFT total energy = -499.61475 hartree
Kohn-Sham gap = 10.492 eV
molecular weight = 144.2 g mol⁻¹

Löwdin atomic charge list, values in e, 5 entries: -0.019, -0.440, -0.037, -0.128, 0.048